Entry from the OMol25 dataset: a cluster of 5 separate species, C22H53Cl4N3 in total in a non-equilibrium geometry (wB97M-V/def2-TZVPD).

```
82
C22H53Cl4N3 wB97M-V/def2-TZVPD
Cl -13.777 -11.419 31.052
Cl -13.120 -7.052 26.902
Cl -16.165 -14.605 29.363
Cl -16.070 -10.174 27.841
N -13.757 -11.415 24.997
N -16.959 -7.197 30.977
N -10.923 -17.239 30.061
C -9.749 -15.311 30.935
C -15.555 -7.008 30.579
C -15.480 -12.957 29.695
C -10.842 -16.142 30.928
C -13.892 -8.665 27.401
C -13.195 -16.789 29.178
C -12.549 -9.659 23.787
C -15.163 -13.001 24.077
C -14.369 -13.031 30.687
C -12.670 -12.338 25.565
C -15.391 -8.671 27.180
C -18.984 -6.158 32.342
C -9.712 -18.043 29.760
C -12.885 -12.826 27.046
C -13.363 -10.875 23.651
C -17.374 -6.353 32.102
C -16.720 -9.356 31.968
C -11.835 -17.028 28.866
C -9.960 -19.551 29.681
C -15.444 -5.734 29.627
C -17.438 -8.564 31.126
C -14.949 -12.141 25.116
H -16.900 -5.273 32.070
H -14.692 -12.893 23.080
H -11.684 -15.614 31.358
H -15.953 -4.739 29.998
H -8.699 -15.786 30.763
H -11.639 -9.671 24.440
H -15.977 -5.605 28.696
H -9.286 -17.742 28.766
H -17.301 -9.016 30.380
H -10.429 -19.942 30.574
H -15.542 -8.336 26.198
H -10.644 -16.915 31.706
H -13.530 -9.484 26.765
H -14.693 -13.484 31.634
H -19.003 -5.367 33.262
H -12.658 -11.655 23.066
H -9.136 -19.994 29.387
H -12.871 -12.035 27.594
H -13.698 -16.693 28.185
H -13.560 -13.654 30.170
H -15.705 -7.824 27.759
H -14.550 -5.442 29.390
H -16.286 -12.193 30.089
H -14.807 -13.928 24.460
H -16.864 -6.736 32.872
H -10.726 -19.746 28.868
H -11.885 -13.238 27.563
H -13.739 -13.632 27.036
H -12.522 -13.241 24.921
H -9.107 -17.872 30.414
H -19.201 -7.095 32.329
H -16.310 -13.190 23.764
H -19.389 -5.633 31.343
H -17.150 -10.358 31.712
H -17.211 -9.131 32.945
H -18.281 -8.704 31.295
H -11.457 -16.250 28.414
H -9.662 -14.876 31.923
H -15.331 -12.411 26.133
H -15.518 -9.395 32.023
H -15.708 -11.311 24.845
H -11.735 -11.938 25.437
H -13.192 -8.903 24.327
H -14.284 -10.648 23.293
H -13.470 -15.933 29.888
H -14.901 -7.010 31.401
H -11.523 -17.661 28.090
H -15.335 -7.934 30.071
H -13.675 -8.954 28.458
H -15.332 -12.714 28.524
H -12.029 -9.460 22.895
H -13.795 -17.764 29.533
H -9.841 -14.716 30.121
```

Its net charge is 0. As for the SMILES: CCN(CC)CC.CCN(CC)CC.CCN(CC)CC.ClCCCl.ClCCCl. For the LUMO energy, the calculation gives 0.60 eV. The value obtained for the frontier orbital gap is 8.20 eV. The molecular weight is 501.499 g/mol. Its maximum force is 0.29259 hartree/bohr.

Entry from the OMol25 dataset: a cluster of 4 separate species, C22H53FN3O4P in total (wB97M-V/def2-TZVPD).

```
84
C22H53FN3O4P wB97M-V/def2-TZVPD
P -1.694 2.713 0.993
F -5.379 5.009 0.046
O -0.471 2.472 -0.058
O 1.223 5.735 1.304
O -0.905 2.693 2.424
O -0.949 5.276 1.607
N 3.417 -1.442 1.011
N -8.617 1.586 0.499
N 7.116 -4.254 -0.783
C -1.912 4.570 0.803
C 1.924 0.612 1.335
C 6.400 -4.833 -1.907
C 3.172 -3.370 -0.517
C -9.620 0.766 1.156
C 2.489 -2.230 0.220
C -9.478 3.998 0.583
C 2.763 -0.525 1.928
C 0.099 5.780 0.914
C -11.098 1.082 0.895
C -8.627 1.468 -0.948
C -7.390 2.066 -1.600
C 8.543 -6.193 0.088
C 7.761 -2.212 -2.033
C 4.311 -0.037 -0.932
C 7.199 -5.639 -2.939
C -4.483 4.200 0.757
C -3.301 5.057 1.210
C 4.569 -0.921 0.295
C -8.458 2.937 1.012
C 8.201 -3.353 -1.128
C 7.433 -5.157 0.307
H 9.443 -5.741 -0.330
H 3.530 -0.102 2.582
H -11.419 1.991 1.402
H 3.840 -3.007 -1.299
H 7.705 -4.538 1.168
H -1.732 4.806 -0.251
H -4.201 3.394 0.084
H 6.597 -5.778 -3.839
H -0.202 6.258 -0.031
H 1.750 -2.644 0.911
H 9.054 -3.868 -1.597
H 5.890 -4.019 -2.429
H 3.760 -3.977 0.174
H 1.231 0.264 0.569
H -3.453 6.037 0.760
H 6.911 -1.682 -1.599
H 2.551 1.391 0.901
H -9.522 1.918 -1.407
H -11.308 1.190 -0.169
H -5.020 3.808 1.618
H -11.718 0.265 1.270
H 3.988 0.967 -0.661
H -3.304 5.200 2.288
H 8.580 -1.502 -2.156
H -7.464 3.289 0.723
H -9.432 -0.270 0.858
H -1.324 2.047 3.005
H 8.816 -6.644 1.044
H -9.431 0.805 2.233
H 5.231 0.062 -1.513
H -8.666 0.401 -1.183
H -7.394 1.848 -2.668
H 2.429 -4.012 -0.993
H 2.119 -1.128 2.577
H 3.556 -0.469 -1.591
H -10.430 3.892 1.101
H -6.482 1.642 -1.167
H -9.090 4.992 0.814
H 5.182 -1.772 -0.015
H 7.478 -2.559 -3.027
H 1.331 1.083 2.121
H -7.349 3.150 -1.488
H 0.233 3.134 0.026
H 8.227 -6.999 -0.572
H 7.468 -6.629 -2.573
H 1.923 -1.627 -0.510
H 8.115 -5.126 -3.234
H 8.575 -2.931 -0.191
H 6.513 -5.674 0.593
H -9.670 3.965 -0.490
H 5.597 -5.455 -1.501
H -8.436 2.877 2.104
H 5.182 -0.374 1.016
```

Its net charge is 0. As for the SMILES: O=CO[C@H](CCF)P(O)O.CCN(CC)CC.CCN(CC)CC.CCN(CC)CC. For the LUMO energy, the calculation gives 0.54 eV. The value obtained for the frontier orbital gap is 8.44 eV. The molecular weight is 473.655 g/mol. Its maximum force is 0.00829 hartree/bohr.